# 1
23
Properties=species:S:1:pos:R:3:mulliken_charge:R:1 method="wB97M-V/def2-TZVPD" smiles=Cc1ccccc1.CC multiplicity=1
C 0.8213 -2.8123 3.1631 -0.878
C 0.4172 1.3638 0.3790 -0.266
C -0.9976 -0.0650 -2.8265 -1.214
C -0.1363 0.4844 -0.5558 -0.227
C 0.2388 3.1581 -1.2738 -0.408
C -0.0733 -2.3787 1.9636 -0.724
C -0.4772 0.9098 -1.8645 0.581
C 0.5872 2.6929 0.0519 -0.462
C -0.2955 2.2526 -2.2195 -0.453
H 0.9676 3.4029 0.8251 0.305
H -0.2281 -0.5769 -3.4901 0.233
H -1.0101 -1.9442 2.3192 0.332
H 1.7374 -3.1630 2.7025 0.281
H 0.4496 -1.6064 1.3640 0.020
H 1.0987 -1.9183 3.7899 0.262
H -0.2965 -0.5382 -0.3098 0.262
H -0.5655 2.6237 -3.2167 0.317
H 0.3457 4.2390 -1.5605 0.300
H -1.5444 -0.8334 -2.2345 0.333
H -0.2750 -3.1958 1.3848 0.423
H 0.6591 1.0294 1.3739 0.383
H 0.2552 -3.5639 3.8016 0.271
H -1.6783 0.4396 -3.5668 0.329

---

# 2
23
Properties=species:S:1:pos:R:3:mulliken_charge:R:1 method="wB97M-V/def2-TZVPD" smiles=Cc1ccccc1.CC multiplicity=1
C -0.7876 -0.4604 -1.6568 -1.579
C 3.5827 0.5124 -0.8235 -0.942
C -2.3690 0.8518 -0.2469 -0.506
C -1.5234 -0.4776 2.0927 -0.538
C 2.6969 -0.6571 -0.3278 -0.407
C -2.8647 1.2128 1.0128 -0.394
C -2.4913 0.5077 2.1622 -0.368
C -0.9824 -0.7789 0.8448 -0.332
C -1.3006 -0.0544 -0.2988 0.866
H 2.7240 -1.4469 -1.0791 0.269
H -0.1483 -1.4718 0.8382 0.318
H -0.0745 -1.2800 -1.6043 0.361
H -0.4258 0.4137 -2.1882 0.329
H -2.8558 1.2758 -1.1096 0.399
H 1.6908 -0.2543 -0.2715 -0.144
H 4.0979 0.2389 -1.7500 0.254
H 3.0471 -1.1164 0.5889 0.376
H -3.0238 0.7530 3.0731 0.344
H -1.6140 -0.9385 -2.1933 0.428
H -3.4262 2.1081 1.2380 0.342
H 4.3656 0.8088 -0.1283 0.262
H -1.2944 -1.1177 2.9348 0.357
H 2.9768 1.3709 -1.1074 0.306

---

# 3
23
Properties=species:S:1:pos:R:3:mulliken_charge:R:1 method="wB97M-V/def2-TZVPD" smiles=Cc1ccccc1.CC multiplicity=1
C -0.3160 -0.3461 1.6489 -0.747
C 0.3012 1.7646 0.5773 -0.583
C 1.5855 1.4827 0.5618 -0.098
C -1.8951 -1.1027 -2.0519 -0.669
C 2.0607 0.2338 1.0074 0.759
C 3.4615 -0.1864 0.7509 -1.192
C 1.1405 -0.6665 1.6472 -0.336
C -3.2304 -0.3778 -1.8985 -0.776
C -0.6378 0.9180 1.1199 -0.416
H -3.8422 -0.3651 -2.8090 0.289
H 4.2004 0.5629 1.1461 0.297
H 3.6034 -1.1496 1.2234 0.353
H -1.5188 -0.8680 -3.0542 0.268
H -1.0800 -0.9747 -1.2937 0.135
H -3.2135 0.6533 -1.4831 0.255
H -0.9442 -1.0611 2.0441 0.513
H 0.0973 2.8332 0.5049 0.301
H 2.3505 2.2869 0.1115 0.161
H -2.0199 -2.1921 -1.9728 0.276
H 1.5347 -1.5447 2.2078 0.265
H -3.6273 -0.8672 -0.9847 0.226
H -1.6088 1.1736 1.3744 0.468
H 3.5984 -0.2069 -0.3776 0.252

---

# 4
23
Properties=species:S:1:pos:R:3:mulliken_charge:R:1 method="wB97M-V/def2-TZVPD" smiles=Cc1ccccc1.CC multiplicity=1
C 0.6068 -0.1934 0.5305 -0.604
C 0.6778 -0.2308 3.1048 -1.279
C 0.2945 -0.8824 1.7667 0.882
C 0.0052 3.5196 -1.9803 -0.796
C -0.4363 -2.7910 0.4663 -0.338
C 0.1280 -0.7112 -0.6238 -0.279
C -0.2934 -2.0489 -0.6877 -0.357
C -0.6374 3.3861 -3.3693 -0.789
C -0.3271 -2.1529 1.6872 -0.593
H 0.6460 0.8534 2.9450 0.338
H -1.6799 3.8508 -3.4575 0.244
H -0.0665 -0.4892 3.8084 0.401
H -0.3665 2.6829 -1.2386 0.101
H 0.2034 -0.1165 -1.5202 0.357
H -0.5787 -2.2912 -1.8011 0.206
H -0.3122 -2.6701 2.6329 0.340
H -0.8978 2.3920 -3.7762 0.275
H 1.0754 0.7963 0.6247 0.332
H -0.3365 4.4052 -1.5538 0.387
H -0.4958 -3.8876 0.5267 0.337
H -0.0092 4.0347 -4.0053 0.244
H 1.6999 -0.4942 3.4901 0.255
H 1.0090 3.5632 -2.0414 0.337

---

Energy above the lowest of the compared OMol25 structures with the same formula, charge and spin? In order: 14.6; 16.2; 39.7; 35.7 kcal/mol.
HOMO level? In order: -8.863; -9.020; -8.861; -8.822 eV.
Total energy? In order: -351.30697; -351.30435; -351.26694; -351.27332 a.u..